The ion C7H9N2O with charge +1. Source: the OMol25 dataset; level of theory: ωB97M-V with the def2-TZVPD basis set.

Structure (XYZ):
```
19
Properties=species:S:1:pos:R:3:forces:R:3
C 1.8312 1.1885 0.6069 -2.67 0.40 3.52
C 1.0494 0.1168 -0.0580 0.95 -1.96 0.33
N 0.5371 0.4523 -1.3551 1.49 -1.45 -3.44
C -0.4119 0.0083 -0.2860 -0.33 0.74 -0.34
C -1.1111 -1.2994 -0.4727 -2.83 0.34 0.06
C -2.4807 -1.2848 -0.2054 2.94 -2.23 -0.45
C -3.0426 -0.0911 0.3866 -2.23 0.82 0.93
N -2.5208 1.0751 0.4008 -0.77 0.48 1.08
C -1.2534 1.2988 -0.0174 -0.91 -4.04 -0.33
O -0.7947 2.3287 -0.3123 1.17 3.31 -0.57
H 1.9269 0.7875 1.6959 0.39 1.15 -1.76
H 1.2537 2.1929 0.6345 1.04 -1.77 0.00
H 2.7438 1.3139 0.1135 1.57 0.11 -0.46
H 1.4574 -0.9290 -0.1045 0.17 1.25 0.36
H 0.5709 1.4677 -1.5421 -0.50 -0.39 0.01
H 0.9092 -0.1822 -2.1478 -1.35 1.36 1.47
H -0.6173 -2.2069 -0.8787 -0.15 0.80 0.49
H -3.0449 -2.2650 -0.2856 0.53 1.60 0.10
H -4.0682 -0.0936 0.9048 1.48 -0.54 -0.99
```
Positions in Å, forces in eV/Å.

HOMO-LUMO gap in eV: 8.7237
HOMO energy in eV: -14.0
SMILES: C[C@@H]1[NH2+][C@@]12C=CC=NC2=O
Charge: +1
Molar mass in g/mol: 137.16
E_LUMO in eV: -5.31

Results of the Mulliken charge analysis, in e, for atoms 1 through 5:
1 C -1.274
2 C -0.331
3 N -0.282
4 C 1.326
5 C -0.743